{
  "formula": "C34H36F5IrN3O4PS",
  "method": "wB97M-V/def2-TZVPD",
  "elements": ["C", "F", "C", "H", "H", "C", "H", "C", "H", "H", "H", "H", "H", "O", "C", "H", "C", "H", "H", "H", "P", "F", "H", "C", "N", "H", "C", "C", "H", "H", "C", "F", "C", "C", "F", "C", "C", "H", "H", "C", "C", "C", "Ir", "N", "C", "S", "C", "O", "C", "H", "C", "H", "C", "C", "O", "H", "C", "H", "C", "F", "C", "C", "H", "C", "H", "H", "H", "O", "C", "H", "C", "H", "H", "N", "C", "H", "C", "C", "H", "C", "H", "H", "H", "H", "H"],
  "xyz": [[-4.277, 5.022, -0.804], [-0.505, 6.849, -0.458], [-0.839, -2.894, 3.608], [2.007, 1.715, 2.934], [-4.490, -1.427, 2.210], [0.256, 2.950, -1.289], [-2.380, -4.385, 1.099], [2.272, -1.053, -0.128], [-4.622, 6.026, -0.594], [-2.079, -1.984, -1.737], [-3.380, 3.051, -3.405], [-5.318, 0.766, -2.711], [-4.042, -4.018, 0.676], [0.223, -1.506, -1.187], [2.622, 0.664, 1.183], [4.675, 0.210, 1.425], [-0.250, 5.578, -0.733], [-2.930, 0.428, 1.685], [-1.619, -3.639, 3.466], [-4.155, 5.340, -2.923], [-1.524, -1.344, 1.289], [0.975, 3.541, -3.447], [-0.807, 0.672, 3.231], [-0.330, -2.352, 2.267], [3.771, -0.016, 1.030], [-3.589, -1.777, 3.697], [-3.661, 2.834, -0.030], [-3.142, -3.609, 1.137], [-3.373, -3.396, 2.177], [-4.315, 4.413, 1.256], [-2.840, 1.106, -1.665], [-0.962, 4.962, 1.406], [-2.592, -0.332, 2.396], [2.557, 1.895, 2.012], [0.445, 6.157, -2.904], [-1.808, 0.360, 3.518], [-4.868, -0.307, -4.517], [-3.218, -3.310, -1.516], [-1.753, -1.106, -5.589], [-0.475, 4.601, 0.219], [-0.246, 3.250, -0.032], [-4.019, 4.637, -2.113], [-0.358, 0.130, -0.032], [1.672, 0.035, 0.486], [-4.105, 4.118, 0.236], [-0.669, 2.079, 1.222], [0.493, 3.899, -2.262], [4.537, -2.969, -0.939], [-2.199, -0.074, -3.767], [-1.721, -0.290, 4.386], [-2.533, -0.707, -4.955], [2.057, 2.700, 1.484], [-3.865, -0.829, -5.325], [-3.841, -1.002, 2.973], [1.970, -2.803, -1.685], [-5.905, -0.400, -4.811], [4.747, -1.979, -0.102], [-1.515, -3.524, -1.105], [-2.340, -2.816, -1.094], [0.591, 1.657, -1.606], [0.274, -3.510, 1.453], [3.585, -1.094, 0.208], [0.331, -3.319, 0.388], [-2.706, -2.381, 0.323], [-4.123, -1.329, -6.249], [-1.205, -2.124, 4.279], [-3.515, 2.136, 0.779], [5.801, -1.739, 0.428], [0.231, 5.228, -1.985], [-4.413, -0.239, 3.503], [-3.206, 0.452, -2.963], [-2.351, 1.249, 3.839], [1.280, -3.721, 1.818], [-2.004, 0.483, -0.959], [1.466, -1.864, -1.088], [0.459, -1.621, 2.474], [-4.542, 0.344, -3.338], [-3.588, 3.348, -2.386], [3.569, 2.215, 2.256], [-3.393, 2.445, -1.341], [-3.563, -1.701, 0.241], [3.600, -2.988, -1.278], [-1.162, 0.023, -3.468], [-0.311, -4.416, 1.596], [-0.007, -3.395, 4.106]],
  "lowdin_spin": [-0.005, 0.000, 0.000, 0.000, 0.000, 0.000, 0.000, 0.002, 0.000, 0.002, 0.000, 0.000, 0.000, 0.017, 0.000, 0.000, 0.000, 0.000, 0.000, 0.000, -0.006, 0.000, 0.000, -0.001, 0.000, 0.000, -0.001, 0.000, 0.000, 0.000, 0.071, 0.000, -0.001, 0.000, 0.000, 0.000, 0.004, 0.000, 0.000, 0.000, -0.001, 0.003, 0.223, 0.001, 0.001, 0.007, 0.000, 0.000, 0.003, 0.000, 0.001, 0.000, -0.001, 0.000, 0.000, 0.000, 0.000, 0.000, 0.003, 0.000, 0.000, 0.000, 0.000, -0.001, 0.000, 0.000, 0.001, 0.000, 0.000, 0.000, 0.039, 0.000, 0.000, 0.597, 0.000, 0.000, 0.003, -0.001, 0.000, 0.036, 0.000, 0.000, 0.000, 0.000, 0.000],
  "e_above_lowest_kj_mol": 0.0,
  "s2": 0.763,
  "multiplicity": 2,
  "total_energy_ev": -85049.811,
  "homo_energy_ev": [-10.99, -10.97],
  "orbital_gap_ev": [7.66, 6.81],
  "lumo_energy_ev": [-3.330, -4.160],
  "charge": 1
}

=====

{
  "formula": "C34H36GeN6S2Sr",
  "method": "wB97M-V/def2-TZVPD",
  "elements": ["H", "H", "H", "N", "H", "H", "N", "N", "C", "C", "H", "H", "C", "C", "N", "C", "C", "C", "C", "C", "H", "H", "H", "H", "C", "H", "H", "H", "H", "N", "H", "H", "C", "C", "H", "C", "C", "C", "C", "H", "C", "C", "C", "H", "H", "N", "H", "C", "H", "H", "H", "C", "H", "Sr", "S", "H", "C", "H", "H", "C", "H", "C", "C", "C", "S", "C", "H", "C", "H", "H", "C", "C", "C", "C", "C", "H", "H", "C", "Ge", "H"],
  "xyz": [[3.560, -7.939, 3.428], [1.377, -4.641, -2.938], [-0.136, 4.857, -2.322], [-2.188, -0.965, -1.108], [-1.487, -0.288, -2.914], [-3.767, -0.527, -4.090], [-3.097, -1.766, 0.847], [-4.203, -2.179, -1.181], [4.523, 4.683, 1.602], [2.500, -0.436, -2.426], [-5.554, -3.982, 1.365], [-0.164, 5.632, 0.082], [-0.439, 2.275, 0.458], [-3.664, -0.675, -3.015], [0.073, -2.730, -0.484], [3.866, -7.415, 2.530], [-3.619, -3.005, 1.427], [-0.327, 4.595, -0.181], [2.874, 2.965, 1.895], [5.504, -6.212, 1.484], [3.499, 1.177, 2.921], [5.132, -5.569, -0.544], [-2.213, -1.414, 1.173], [4.843, 5.622, 1.173], [1.944, 0.589, -1.676], [1.445, -5.251, 1.286], [3.654, -2.442, 0.097], [2.571, 4.675, 0.644], [-6.085, -3.062, -0.932], [5.071, -6.854, 2.566], [5.773, 2.094, 3.434], [-5.582, -2.213, 1.261], [3.123, -1.630, -0.383], [-5.065, -3.196, -0.572], [2.529, -0.606, 1.458], [-2.244, -1.007, -2.585], [5.397, 3.936, 2.384], [3.028, -7.354, 1.423], [-3.156, -1.622, -0.530], [-3.009, -3.854, 1.097], [-0.312, 4.169, -1.507], [5.055, 2.686, 2.883], [-4.508, -1.849, -2.570], [-3.593, -2.930, 2.512], [2.537, -0.348, -3.504], [-0.483, 1.881, -0.828], [1.772, 2.983, -0.593], [3.259, 4.186, 1.321], [-5.569, -1.604, -2.647], [-3.958, 0.231, -2.482], [1.650, 1.539, -2.096], [4.748, -6.086, 0.325], [-0.336, 2.415, -2.778], [0.019, 0.021, -0.129], [2.529, -6.519, -1.192], [-0.276, 3.897, 1.861], [3.487, -6.666, 0.312], [-2.009, -2.028, -2.902], [6.391, 4.317, 2.575], [-0.401, 2.807, -1.770], [0.033, -3.212, 1.500], [-0.405, 3.645, 0.817], [2.512, -0.633, 0.373], [3.120, -1.508, -1.770], [-0.121, 1.177, 1.940], [1.137, -4.320, -1.931], [-4.719, -4.183, -0.898], [2.066, 0.500, -0.300], [6.497, -5.782, 1.546], [0.137, -2.497, -2.502], [1.179, -4.671, 0.413], [0.435, -3.161, -1.699], [0.421, -3.528, 0.535], [-5.052, -3.112, 0.943], [3.793, 2.173, 2.609], [2.062, -7.840, 1.428], [3.658, -2.236, -2.363], [1.575, -5.094, -0.854], [1.668, 1.934, 0.847], [-4.312, -2.720, -3.202]],
  "mulliken_charge": [0.377, 0.507, 0.453, 0.444, 0.211, 0.385, -0.070, 0.174, -0.773, -1.357, 0.383, 0.516, 0.489, -0.673, 0.318, -0.356, -0.658, -0.301, 0.727, -0.500, 0.361, 0.488, 0.066, 0.415, 1.047, 0.448, 0.628, 0.320, 0.347, -0.527, 0.425, 0.320, -1.240, -0.633, 0.442, -0.964, -0.375, -0.106, -0.037, 0.292, -0.908, -0.720, -0.770, 0.445, 0.540, -0.675, -0.092, -0.225, 0.450, 0.324, 0.694, -0.074, 0.635, 2.184, -0.170, 0.558, 0.109, 0.270, 0.390, -0.367, 0.548, -0.761, 0.375, -0.593, -0.261, -1.491, 0.319, -1.544, 0.374, 0.511, -0.823, -0.243, -0.755, -0.748, -0.297, 0.483, 0.524, 0.871, 0.556, 0.340],
  "e_above_lowest_kj_mol": 854.9,
  "total_energy_ev": -123786.797,
  "homo_energy_ev": -13.12,
  "orbital_gap_ev": 6.70,
  "lumo_energy_ev": -6.420,
  "charge": 2
}

=====

{
  "formula": "C34H36N3O6Ru",
  "method": "wB97M-V/def2-TZVPD",
  "elements": ["C", "O", "H", "C", "H", "C", "H", "C", "C", "C", "H", "C", "N", "C", "H", "C", "C", "O", "C", "H", "H", "H", "H", "Ru", "C", "O", "H", "C", "H", "C", "H", "H", "H", "C", "H", "C", "H", "H", "H", "H", "C", "H", "O", "H", "H", "C", "C", "O", "H", "C", "H", "H", "H", "C", "H", "N", "N", "C", "H", "H", "C", "H", "C", "H", "C", "H", "C", "O", "C", "C", "C", "C", "H", "H", "C", "C", "H", "C", "C", "H"],
  "xyz": [[-1.717, 3.851, 0.634], [0.981, -1.271, -1.112], [-1.846, -4.619, -0.859], [2.880, 1.628, -2.380], [-1.458, -5.184, 0.762], [0.608, 0.233, 4.348], [6.368, -2.596, -3.512], [1.620, -2.410, -1.258], [1.120, -3.661, -0.800], [2.687, 1.568, -0.858], [2.770, -1.007, 1.460], [-0.256, 3.860, 0.237], [-2.994, -0.319, 1.266], [-0.131, -3.726, -0.053], [1.916, 1.615, -2.890], [-3.217, -0.788, 0.025], [-1.027, -4.921, -0.203], [-0.500, -2.817, 0.704], [2.842, -2.381, -1.953], [2.275, 6.108, 0.011], [-0.133, 5.957, 0.500], [4.445, 0.456, -0.259], [-8.205, -0.991, -1.836], [-0.344, -0.604, 0.182], [0.488, 2.649, -0.084], [4.794, -3.561, -2.727], [3.689, -5.648, -1.847], [0.083, -0.096, 3.100], [-2.868, 3.193, 2.357], [2.503, 4.003, -0.359], [-6.463, -2.509, -2.738], [1.542, -5.767, -0.673], [4.799, -1.969, -4.066], [-6.220, -1.810, -1.950], [-7.655, 0.571, 0.002], [5.355, -2.350, -3.207], [4.759, 2.168, -0.531], [-0.534, -5.778, -0.649], [-0.049, 0.608, 5.120], [3.825, -0.558, 3.672], [-2.632, 3.075, -0.319], [-2.552, 3.474, -1.331], [-0.101, 1.521, -0.077], [3.152, -1.423, -2.347], [-2.066, 0.147, 3.573], [2.767, -0.394, 3.527], [-5.621, -0.038, 0.131], [-2.277, -1.186, -0.733], [-4.159, -2.379, -1.852], [-1.824, 3.346, 2.080], [2.395, 0.299, 5.528], [2.105, 0.684, -0.634], [-1.383, 4.064, 2.773], [0.416, 5.056, 0.255], [-4.521, 0.671, 1.501], [-1.700, -0.287, 1.589], [0.877, -0.516, 2.096], [1.887, -4.811, -1.044], [-2.049, 4.891, 0.624], [3.461, 0.774, -2.729], [3.099, -4.758, -1.675], [-2.377, 2.020, -0.351], [3.595, -3.526, -2.136], [-1.289, 2.405, 2.184], [1.781, 5.146, -0.022], [3.408, 2.541, -2.662], [-4.612, -0.857, -0.420], [-5.417, 0.819, 1.144], [1.900, 2.772, -0.417], [-4.938, -1.742, -1.454], [4.033, 1.459, -0.133], [1.964, 0.070, 4.562], [3.558, 4.088, -0.585], [5.391, -1.589, -2.424], [-1.328, -0.049, 2.806], [-6.905, -0.089, -0.412], [-3.669, 3.171, 0.002], [-7.201, -0.965, -1.434], [2.182, -0.659, 2.302], [3.920, 1.648, 0.937]],
  "lowdin_spin": [0.012, 0.145, 0.001, 0.010, 0.000, 0.011, 0.000, -0.002, 0.021, 0.013, 0.000, 0.139, -0.011, 0.014, 0.000, 0.002, 0.004, 0.062, 0.020, 0.011, -0.003, 0.001, 0.000, 2.443, 0.130, -0.004, 0.001, 0.003, 0.001, 0.000, 0.000, -0.001, 0.000, 0.000, 0.000, 0.000, 0.000, 0.000, 0.001, 0.001, 0.005, 0.000, 0.354, 0.001, 0.001, 0.014, 0.000, 0.102, 0.000, 0.010, 0.000, 0.000, 0.000, 0.000, 0.000, -0.026, 0.077, -0.001, 0.000, 0.001, 0.024, -0.001, 0.000, 0.001, 0.214, 0.000, 0.003, -0.001, 0.147, 0.000, 0.005, -0.004, -0.003, 0.000, 0.045, 0.000, 0.000, -0.001, 0.005, 0.000],
  "e_above_lowest_kj_mol": 26.2,
  "s2": 6.055,
  "multiplicity": 5,
  "total_energy_ev": -55172.660,
  "homo_energy_ev": [-10.50, -10.48],
  "orbital_gap_ev": [6.85, 5.44],
  "lumo_energy_ev": [-3.648, -5.043],
  "charge": 1
}